(1)
This record from the Open Molecules 2025 dataset describes C20H30N4O as an isolated structure. The level of theory is wB97M-V/def2-TZVPD.

```
! RIJCOSX wB97M-V def2-TZVPD def2/J DEFGRID3
* xyz 0 1
O -3.598 -0.105 0.693
N 2.931 1.271 1.914
N 2.869 -0.810 -1.919
N -0.995 -2.563 -0.547
N 3.986 0.620 2.506
C 0.129 2.702 -1.523
C 1.417 1.822 0.273
C -2.313 -1.927 -0.309
C -2.488 -0.859 0.881
C -4.947 -0.745 0.801
C -2.080 2.638 1.220
C -0.982 2.569 0.607
C 0.830 -3.247 0.562
C -2.178 3.483 -1.524
C -0.944 2.922 -0.850
C 3.802 0.034 -1.337
C 4.536 -0.055 1.317
C 3.693 0.226 0.059
C -0.065 -1.509 -0.760
C 0.270 1.948 0.865
C 2.366 -2.006 -1.433
C 1.308 -1.927 -0.384
C 1.371 2.326 -1.424
C 2.675 1.277 0.754
C -0.594 -3.074 0.654
H -0.394 -2.653 1.670
H 0.990 -4.222 -0.426
H -5.058 -1.408 1.738
H -2.897 1.942 1.047
H -0.946 -4.188 0.871
H -3.159 -2.701 -0.175
H -5.565 0.100 0.577
H 0.126 -1.532 -1.868
H 3.188 -2.394 -0.829
H 5.360 -0.534 1.348
H 0.388 1.857 2.033
H 1.510 -3.643 1.188
H 2.328 2.102 -1.824
H 2.023 -2.606 -2.144
H -1.770 -0.229 0.998
H -2.459 4.232 -0.964
H 4.198 0.801 -2.039
H 1.964 0.039 -2.006
H -2.195 3.433 -2.453
H -0.303 -0.535 -0.277
H 4.769 -0.714 -0.956
H -5.009 -1.480 -0.025
H 1.756 -1.372 0.705
H -3.013 2.727 -1.357
H -2.570 -1.259 -1.308
H -2.771 -1.486 1.779
H -1.815 2.311 2.358
H 2.541 1.924 2.670
H 0.158 2.743 -2.743
H -2.375 3.731 1.314
*
```

Summary:
DFT total energy (eV): -29215.19461
Orbital gap (eV): 7.69

=====

(2)
This record from the Open Molecules 2025 dataset describes the molecule C20H30N4O5S. The level of theory is wB97M-V/def2-TZVPD.

```
! RIJCOSX wB97M-V def2-TZVPD def2/J DEFGRID3
* xyz 0 1
S 2.738 -0.111 0.701
O -3.233 -0.561 2.544
O 1.381 -0.494 0.429
O 0.203 -2.138 -1.813
O -0.501 3.580 -0.362
O 3.168 -0.205 2.064
N 3.111 1.424 0.165
N -2.220 -1.506 0.772
N 3.756 -0.939 -0.324
N -0.024 -3.057 0.216
C -3.995 1.508 0.491
C -1.580 2.799 -0.070
C -2.774 -2.198 -1.539
C -0.549 -3.036 1.563
C -4.116 -1.480 -1.543
C 2.664 1.686 -1.187
C 0.844 3.143 -0.287
C -2.772 -0.451 1.420
C -2.786 0.871 0.722
C -2.042 -2.747 1.491
C -1.578 1.508 0.446
C 1.170 2.002 -1.257
C -1.759 -1.517 -0.595
C -3.996 2.783 -0.049
C 5.127 -0.886 0.128
C -0.417 -2.227 -0.769
C -2.806 3.422 -0.323
C 2.821 2.496 1.096
C 3.316 -2.220 -0.827
C 1.328 2.826 1.135
H -2.470 -2.618 2.486
H 5.319 0.130 0.462
H -2.790 4.421 -0.729
H -0.046 -2.257 2.151
H 1.389 4.038 -0.626
H -2.340 -2.196 -2.539
H 3.375 -3.006 -0.062
H -4.919 1.009 0.737
H 5.312 -1.573 0.960
H -4.804 -1.977 -2.222
H 3.253 2.526 -1.570
H 5.786 -1.131 -0.704
H 1.147 3.687 1.780
H 0.618 1.100 -1.002
H -0.365 -4.008 2.027
H 2.891 0.793 -1.770
H -2.913 -3.239 -1.238
H 3.950 -2.500 -1.668
H -3.997 -0.447 -1.865
H -4.931 3.286 -0.246
H -2.560 -3.562 0.974
H 0.802 1.969 1.551
H -4.554 -1.480 -0.548
H -1.628 -0.489 -0.942
H -0.667 0.972 0.659
H 2.292 -2.111 -1.179
H 0.903 -3.441 0.097
H 3.402 3.370 0.786
H 0.898 2.298 -2.271
H 3.166 2.161 2.074
*
```

Summary:
DFT total energy (eV): -48260.79749
SMILES string: CC[C@@H]1C(=O)NCCN1C(=O)c1cccc(OC2CCN(S(=O)(=O)N(C)C)CC2)c1
Orbital gap (eV): 9.09

=====

(3)
This record from the Open Molecules 2025 dataset describes C20H30N7OTi as an isolated structure. The level of theory is wB97M-V/def2-TZVPD.

```
! RIJCOSX wB97M-V def2-TZVPD def2/J DEFGRID3
* xyz 2 2
Ti -0.136 0.468 0.503
O -0.343 -1.362 -0.268
N 1.813 -0.346 0.205
N -0.011 0.906 -1.782
N 1.254 1.232 2.130
N -0.359 2.780 0.436
N -2.324 0.855 -0.143
N 1.899 -1.349 -0.721
N -1.335 -0.359 2.224
C 0.505 -2.964 -1.834
C 1.381 -4.468 -3.497
C -2.435 0.371 -1.541
C -1.550 3.228 -0.323
C 0.702 -1.857 -0.895
C -2.754 0.070 2.168
C -1.339 0.899 -2.462
C 2.570 1.012 1.905
C 3.173 2.355 3.793
C 1.824 2.551 4.045
C -0.943 -4.583 -2.870
C 1.576 -3.434 -2.601
C 4.251 -0.384 0.502
C 0.122 -5.043 -3.632
C 2.869 0.071 0.812
C -2.700 2.282 -0.015
C 3.547 1.571 2.713
C -3.206 0.027 0.720
C 0.909 1.974 3.185
C -0.755 -3.545 -1.973
H -4.250 0.340 0.631
H 4.824 -0.570 1.409
H -3.396 -0.573 2.771
H -1.840 4.246 -0.060
H 4.592 1.389 2.508
H -0.027 -5.854 -4.332
H 1.485 3.134 4.890
H -3.563 2.513 -0.647
H -2.359 -0.713 -1.506
H -1.569 1.901 -2.815
H -0.978 -0.294 3.173
H -3.006 2.459 1.017
H -1.577 -3.192 -1.365
H 2.551 -2.983 -2.483
H -0.404 3.163 1.377
H -1.302 3.240 -1.379
H -1.274 -1.347 1.972
H 4.215 -1.287 -0.098
H 2.210 -4.831 -4.089
H -0.156 2.107 3.356
H 4.768 0.388 -0.074
H -3.414 0.631 -1.958
H -1.918 -5.040 -2.971
H -2.823 1.076 2.585
H 3.923 2.795 4.436
H 0.483 3.191 0.041
H 0.495 1.744 -2.052
H -1.312 0.265 -3.348
H -3.142 -1.004 0.371
H 0.562 0.145 -2.144
*
```

Summary:
DFT total energy (eV): -56810.98488
Orbital gap (spin up / spin down) (eV): 7.07 / 7.03

=====

(4)
This record from the Open Molecules 2025 dataset describes a 5-piece molecular cluster, C20H30O15 overall. The level of theory is wB97M-V/def2-TZVPD.

```
! RIJCOSX wB97M-V def2-TZVPD def2/J DEFGRID3
* xyz 0 1
O 6.720 -11.245 15.953
O 4.342 -7.327 17.187
O 8.206 -11.070 21.784
O 2.615 -10.004 9.639
O 8.239 -13.206 21.291
O 4.065 -11.691 8.978
O 4.087 -9.064 18.632
O 6.394 -11.988 21.120
O 3.597 -11.473 11.040
O 5.085 -12.706 16.031
O 6.063 -7.915 18.584
O 9.833 -8.301 10.668
O 5.949 -12.087 13.974
O 8.059 -8.553 12.057
O 8.995 -6.464 11.766
C 4.809 -8.225 18.173
C 7.397 -10.614 10.894
C 6.395 -11.302 17.315
C 4.765 -13.167 18.264
C 5.988 -12.112 15.207
C 4.410 -12.645 10.949
C 6.058 -10.587 21.107
C 7.678 -12.171 21.249
C 5.069 -5.334 16.217
C 5.628 -13.455 8.824
C 6.498 -6.963 17.772
C 5.015 -12.038 17.269
C 9.641 -9.691 10.704
C 8.463 -9.882 11.693
C 7.993 -8.802 21.427
C 3.393 -10.992 9.837
C 5.443 -6.768 16.605
C 4.401 -12.979 9.518
C 7.221 -10.052 21.861
C 9.050 -7.660 11.633
H 5.809 -10.042 20.196
H 4.112 -11.435 17.175
H 3.718 -13.334 18.516
H 9.600 -10.121 9.704
H 7.268 -7.996 21.315
H 7.212 -9.856 10.133
H 6.078 -14.414 9.080
H 10.511 -10.167 11.157
H 4.438 -4.954 17.021
H 8.853 -10.526 12.481
H 5.306 -13.082 19.207
H 6.918 -9.982 22.906
H 5.595 -13.321 7.742
H 3.775 -13.451 11.313
H 6.497 -10.285 17.695
H 5.393 -12.609 11.420
H 8.596 -8.677 20.527
H 6.537 -6.007 18.294
H 7.724 -11.589 10.532
H 5.905 -4.658 16.395
H 4.679 -5.247 15.203
H 5.231 -14.054 17.833
H 6.463 -10.813 11.419
H 3.783 -13.825 9.217
H 6.389 -12.686 8.961
H 7.092 -11.958 17.836
H 8.738 -8.682 22.214
H 5.162 -10.291 21.653
H 7.469 -7.364 17.481
H 5.758 -7.281 15.696
*
```

Summary:
DFT total energy (eV): -51936.06831
SMILES string: C[C@H]1COC(=O)O1.C[C@H]1COC(=O)O1.C[C@H]1COC(=O)O1.C[C@H]1COC(=O)O1.C[C@H]1COC(=O)O1
Orbital gap (eV): 10.57

=====

(5)
This record from the Open Molecules 2025 dataset describes C20H31BF5IN3O6P3 as an isolated structure. The level of theory is wB97M-V/def2-TZVPD.

```
! RIJCOSX wB97M-V def2-TZVPD def2/J DEFGRID3
* xyz 0 1
I 6.956 -4.059 4.914
P -4.265 3.560 -2.715
P -2.525 3.962 -3.968
P -0.946 1.666 3.268
F -0.614 -2.278 -3.064
F -1.758 -2.930 -0.982
F 0.077 -2.727 0.041
F 1.214 -2.189 -1.983
F 0.108 -0.385 -2.225
O -1.337 3.066 -3.368
O -3.585 2.986 -1.303
O -2.814 3.655 -5.369
O -5.166 1.418 -1.021
O -3.704 -1.776 -2.301
O -2.049 5.498 -3.858
N -3.078 0.410 -3.260
N -0.979 -0.298 1.169
N -0.442 3.109 2.963
C -3.604 3.668 2.037
C 4.851 -0.546 2.057
C 5.300 -4.080 2.582
C 1.476 -0.744 1.435
C -0.010 -1.692 -2.035
C -0.807 -2.028 -0.694
C 5.941 -2.888 1.862
C -4.470 0.352 -3.829
C -1.495 0.841 1.690
C -1.401 -0.784 -0.045
C -2.971 1.015 -0.190
C -2.410 -0.130 -0.736
C -3.117 2.692 1.553
C -2.501 1.516 1.030
C -4.040 1.776 -0.882
C -2.186 0.031 -4.378
C 2.484 -1.415 2.377
C 5.851 -1.559 2.655
C 0.062 -0.982 1.956
C 3.560 -0.448 2.901
B -3.082 -0.567 -2.157
H 1.632 0.337 1.491
H -4.509 -0.419 -4.600
H 2.950 -2.302 1.958
H -0.564 3.642 -3.289
H -2.179 -1.045 -4.574
H -2.086 1.597 4.092
H -3.218 -2.343 -2.912
H -4.122 4.438 2.553
H 0.071 -0.698 2.997
H 5.312 0.430 1.929
H -1.568 5.658 -4.685
H 6.840 -1.111 2.714
H 3.820 -0.754 3.913
H 5.581 -1.824 3.673
H -2.586 0.487 -5.280
H 5.522 -4.085 3.715
H -1.009 3.798 3.440
H 4.558 -0.947 1.086
H -0.196 -2.034 1.990
H 0.095 0.943 3.861
H 5.739 -4.994 2.188
H -4.788 4.821 -2.360
H 4.207 -4.082 2.465
H -1.185 0.428 -4.252
H 5.425 -2.794 0.901
H 6.981 -3.099 1.630
H -5.218 0.122 -3.079
H -4.721 1.291 -4.312
H 1.592 -1.012 0.390
H 1.928 -1.736 3.264
H 3.171 0.569 2.966
*
```

Summary:
DFT total energy (eV): -88224.67855
Orbital gap (eV): 1.43

=====

(6)
This record from the Open Molecules 2025 dataset describes a 3-piece molecular cluster, C20H31BrN2O4S2 overall. The level of theory is wB97M-V/def2-TZVPD.

```
! RIJCOSX wB97M-V def2-TZVPD def2/J DEFGRID3
* xyz 0 1
Br 0.362 -1.998 -2.566
S 2.496 5.024 0.589
S 1.439 -5.625 -0.975
O -2.596 -2.000 -0.680
O 2.727 3.898 1.547
O 1.997 -4.700 -2.007
O -1.686 0.118 3.409
N 4.266 2.342 -0.741
N -2.511 -0.340 1.117
C 4.095 5.794 0.265
C -0.122 -0.062 1.432
C -1.526 -0.053 2.181
C 2.008 -7.291 -1.377
C -5.083 -0.490 0.672
C 3.889 0.799 1.316
C 1.813 6.404 1.533
C 3.363 -0.828 -1.524
C -1.956 -1.214 0.048
C -3.841 -0.734 1.667
C -6.155 1.780 -0.317
C -0.294 -5.916 -1.389
C -0.418 -0.817 0.106
C 1.266 0.481 1.816
C -4.746 0.122 -1.849
C 0.756 -1.042 -0.868
C 2.474 0.249 0.829
C 4.739 1.557 0.197
C 2.193 -0.514 -0.488
C -4.899 0.736 -0.352
H 4.587 6.045 1.207
H -4.962 -0.998 -1.906
H 3.683 0.146 -2.057
H 3.671 1.582 2.140
H -5.411 0.645 -2.616
H -3.966 1.368 -0.162
H -5.787 2.793 0.084
H -0.703 -6.681 -0.727
H -6.000 -0.248 1.334
H 0.815 6.127 1.876
H 1.777 -7.523 -2.418
H -0.380 -6.234 -2.430
H 3.143 -1.674 -2.253
H 4.488 -0.043 1.818
H -3.807 -1.876 1.865
H 1.523 -8.011 -0.715
H -6.983 1.413 0.394
H 2.448 6.615 2.395
H -3.652 0.273 -2.175
H 3.239 2.374 -0.608
H 4.713 5.086 -0.289
H -0.844 -4.984 -1.248
H -5.321 -1.493 0.161
H 1.369 1.023 2.817
H 1.743 7.284 0.892
H 4.285 -1.145 -0.901
H 3.088 -7.333 -1.227
H 5.878 1.361 0.200
H -6.547 1.980 -1.379
H 3.951 6.695 -0.335
H -4.089 -0.247 2.671
*
```

Summary:
DFT total energy (eV): -124118.71759
Orbital gap (eV): 8.12

=====

Question: Look up the DFT total energy of the first one.
Answer: -29215.19461 eV